15
Properties=species:S:1:pos:R:3:forces:R:3:nbo_charge:R:1 method="wB97M-V/def2-TZVPD" multiplicity=1
S -0.9589 1.8449 0.1656 -0.12 -0.02 -0.01 0.1677
O 1.8405 0.6785 -0.9073 0.71 1.03 0.36 -0.7129
N -0.7669 0.1805 0.4637 -0.88 1.54 -0.22 -0.5903
N -2.7865 -0.4829 -0.6946 0.21 0.89 -0.38 -0.6820
C 1.4760 -0.4726 -0.2053 0.62 -1.30 0.48 -0.0750
C -1.7110 -0.6927 -0.0567 -0.05 0.20 -0.06 0.2766
C 0.5248 -0.2311 0.9493 -0.07 -0.37 -0.16 -0.2433
H -0.3019 1.8998 -1.0089 -0.04 0.10 0.00 0.1188
H -2.9405 0.5235 -0.9561 0.33 -1.09 0.62 0.3478
H 2.4055 1.2217 -0.3121 -0.60 -0.45 -0.71 0.4688
H 0.3875 -1.1649 1.5030 0.18 0.03 0.10 0.2082
H -1.4221 -1.7036 0.1703 -0.09 -0.64 0.17 0.1580
H 2.3744 -1.0029 0.1840 -0.34 0.18 -0.22 0.1606
H 0.8957 0.5543 1.6221 -0.05 -0.33 -0.07 0.2130
H 0.9833 -1.1524 -0.9170 0.19 0.24 0.10 0.1841



62
Properties=species:S:1:pos:R:3:forces:R:3:nbo_charge:R:1 method="wB97M-V/def2-TZVPD" multiplicity=1 charge=-2
Tl 0.3012 0.5296 0.2202 0.05 -0.06 -0.15 0.7130
As -3.1920 1.5260 1.6595 -0.44 0.63 0.13 2.0062
S -0.0130 -1.1172 -2.3053 -0.05 0.07 0.08 -0.4739
S -1.1620 2.1527 -2.5185 -0.11 -0.09 0.07 -0.4305
F 5.2667 -2.5994 1.8232 0.04 -0.05 -0.04 -0.3580
F 1.9239 -3.9200 0.8999 -0.07 -0.05 0.06 -0.3331
F 4.2726 -0.8189 2.5132 0.00 0.02 0.01 -0.3384
F 3.4101 -2.7579 2.9133 -0.04 -0.04 0.04 -0.3339
F 2.3657 -3.2710 -1.1030 -0.06 0.00 -0.06 -0.3258
F 3.9175 -4.1642 0.1028 0.04 -0.03 0.00 -0.3614
O -1.7336 2.1666 2.0661 0.05 -0.16 -0.08 -1.1462
O 2.1080 -1.1756 0.8919 -0.20 0.10 -0.02 -0.9113
N -1.2089 -3.7744 -0.9466 0.41 -0.03 -0.15 -0.7983
N -1.6549 -3.6306 1.3522 0.16 -0.15 0.45 -0.6602
N -1.3308 -5.6632 0.3879 -0.02 -0.07 -0.02 -0.8048
N -3.2932 1.4494 -5.4083 -0.03 0.00 0.01 -0.4238
N -2.3748 -2.2999 -4.8524 0.10 -0.02 0.00 -0.4371
N -1.8165 -1.1908 1.6675 0.11 -0.31 -0.25 -0.5216
C 3.0269 2.4049 1.1031 0.04 0.11 -0.03 -0.2231
C -3.5025 0.7613 -0.0760 0.17 -0.11 -0.02 -1.0034
C -1.7047 -2.3187 1.4125 -0.21 0.10 0.25 0.4896
C 4.1659 -1.2573 -0.3969 -0.11 0.03 0.02 -0.6487
C 2.0119 3.4033 -0.8593 -0.03 0.01 -0.01 -0.0115
C -2.5767 1.1417 -4.5579 0.04 -0.08 0.08 0.3067
C 2.8538 -3.3095 0.1460 -0.02 0.13 0.03 0.9399
C -1.3680 -4.2923 0.2678 -0.08 0.11 -0.12 0.6552
C -1.6550 0.8125 -3.4943 -0.07 0.12 -0.01 -0.2836
C 1.0206 3.9404 -0.0358 0.04 -0.01 0.01 -0.2258
C 1.0365 3.7275 1.3343 0.02 0.04 -0.03 -0.1856
C 2.0471 2.9646 1.9083 0.03 0.04 0.03 -0.2415
C 4.0374 -2.0317 1.9720 -0.11 0.19 -0.03 0.9389
C 3.0077 2.6302 -0.2702 0.07 0.05 0.05 -0.1876
C 3.2043 -1.8687 0.6507 0.38 -0.36 0.04 0.1420
C -1.2546 -0.4902 -3.3726 0.05 -0.20 -0.06 -0.3292
C -1.8642 -1.4797 -4.2182 -0.11 0.09 0.01 0.3082
C 1.9700 3.6303 -2.3457 0.05 0.07 0.05 -0.6504
C -3.9894 0.5116 3.1034 0.10 -0.15 -0.06 -0.9993
C -4.4648 3.0046 1.5591 0.07 0.05 0.01 -1.0133
H -3.9141 1.1448 3.9869 -0.03 0.02 0.00 0.2261
H -3.4275 -0.4046 3.2569 -0.02 0.01 -0.02 0.2659
H -0.8756 -2.8068 -1.0788 -0.25 0.20 -0.16 0.4510
H -2.9490 -0.1590 -0.2271 0.01 -0.02 0.02 0.2698
H -4.5746 0.5899 -0.1841 0.00 0.00 0.03 0.2197
H 3.7854 1.7680 1.5411 -0.01 -0.03 -0.03 0.2184
H 5.0410 -1.8833 -0.5796 0.02 0.02 -0.05 0.1994
H 4.4854 -0.2814 -0.0304 -0.01 -0.01 -0.01 0.2115
H 3.7722 2.1889 -0.9005 -0.03 -0.06 0.01 0.1984
H -0.7258 -6.1386 -0.2612 0.02 0.01 0.02 0.3790
H -5.0354 0.2926 2.8872 0.01 0.00 -0.02 0.2153
H -1.2177 -5.9565 1.3448 -0.02 0.01 0.00 0.3959
H 2.0470 2.7735 2.9741 -0.04 -0.03 -0.01 0.2095
H -4.3710 3.6045 2.4641 -0.01 -0.03 0.01 0.2227
H 0.9667 3.4341 -2.7276 0.08 -0.01 -0.02 0.2712
H 2.2347 4.6635 -2.5911 0.05 0.00 0.01 0.1928
H -5.4918 2.6535 1.4476 0.01 -0.02 -0.01 0.2106
H 2.6580 2.9611 -2.8632 0.02 0.02 0.00 0.2072
H -4.1950 3.6205 0.7012 -0.01 -0.01 -0.01 0.2400
H 0.2059 4.4962 -0.4865 -0.01 -0.02 0.00 0.2161
H 0.2290 4.1072 1.9460 -0.02 -0.04 0.00 0.2248
H 3.6074 -1.1191 -1.3219 -0.01 0.03 0.02 0.2379
H -0.8869 -4.3750 -1.6886 -0.05 0.01 -0.02 0.3916
H -3.1563 1.4999 -0.8034 0.00 -0.01 -0.02 0.2868



Number 1: E_HOMO -9.082 eV. Number 2: E_HOMO -1.136 eV.